ORCA calculation (ωB97M-V/def2-TZVPD) on a cluster of 2 separate species, C22H21N2O in total in a non-equilibrium geometry.

Output
spin multiplicity	1
net charge	+1

Each line ends with the natural charge from an NBO analysis.
Positions of all 46 atoms, in Å:
1 O 1.25153 -0.53409 -2.20980  -0.53
2 N -0.63857 -1.72276 -0.38139  0.08
3 N -1.09157 -2.65512 0.16466  0.15
4 C -1.64223 2.70602 -4.45984  -0.16
5 C 0.75098 -0.84888 2.40324  -0.10
6 C 2.53663 0.14035 0.81603  -0.49
7 C 3.58092 -0.59720 -0.11848  -0.47
8 C 0.24796 0.29034 4.51767  -0.21
9 C 1.97773 -2.17101 0.65493  -0.34
10 C -0.26151 2.79501 -4.22733  -0.21
11 C 1.49879 -0.91783 1.15739  0.27
12 C 3.12158 -2.02590 -0.07229  0.05
13 C 0.32790 1.98142 -3.25254  -0.17
14 C -0.47701 -1.98077 4.19540  -0.21
15 C -2.67738 0.40072 -0.33613  -0.40
16 C -1.84725 1.06973 -2.66595  -0.01
17 C -0.45097 1.09305 -2.48391  -0.11
18 C 0.06717 -1.97964 2.90635  -0.17
19 C 0.26242 0.00267 -1.70210  0.52
20 C -2.71543 0.13835 -1.85383  -0.43
21 C -0.32943 -0.87597 5.03114  -0.14
22 C -0.24557 -0.40978 -0.36325  -0.08
23 C -1.25859 0.51924 0.25917  -0.44
24 C -2.41396 1.85560 -3.66588  -0.20
25 C 0.78488 0.30768 3.22548  -0.16
26 H -0.64139 -0.92781 6.07680  0.24
27 H 1.23571 1.23309 2.84100  0.23
28 H 3.05631 0.54710 1.70697  0.26
29 H 4.60465 -0.44751 0.25372  0.25
30 H -3.49591 1.78849 -3.81911  0.22
31 H 0.30503 1.18891 5.12728  0.24
32 H -0.05234 -2.87039 2.28397  0.22
33 H -1.25371 0.31884 1.33998  0.24
34 H 1.48679 -3.12859 0.85158  0.24
35 H -3.22409 1.33346 -0.11879  0.23
36 H -2.10452 3.28125 -5.26057  0.23
37 H 2.07627 0.98471 0.27984  0.25
38 H 3.52297 -0.18049 -1.13718  0.27
39 H -3.22420 -0.41315 0.16201  0.22
40 H 1.40563 2.00856 -3.08687  0.23
41 H -3.75042 0.25197 -2.19916  0.24
42 H -2.40421 -0.89979 -2.07336  0.21
43 H 3.63678 -2.80878 -0.62424  0.24
44 H -0.88309 1.54427 0.13779  0.25
45 H 0.36096 3.47806 -4.82027  0.23
46 H -1.01624 -2.86342 4.53986  0.24

ORCA calculation (ωB97M-V/def2-TZVPD) on an isolated molecule of C22H21N5O4 in a non-equilibrium geometry.

Output
spin multiplicity	1
SMILES	NC(=O)C[C@@H](NC(=O)c1ccccc1)c1ccc(NCc2ccccn2)c([N+](=O)[O-])c1

Each line ends with the natural charge from an NBO analysis.
Positions of all 52 atoms, in Å:
1 O -2.75601 3.85471 1.12634  -0.41
2 O -4.41494 2.51247 0.88856  -0.44
3 O 3.29240 2.55556 0.92363  -0.63
4 O 1.12233 0.32076 0.66177  -0.62
5 N -4.10734 0.27372 -0.38619  -0.59
6 N -3.31582 -3.16010 -0.73242  -0.44
7 N 2.06399 1.04582 -1.27359  -0.64
8 N 1.28709 3.14393 1.75185  -0.80
9 N -3.25109 2.84219 0.65548  0.53
10 C -0.24854 1.74376 -1.14037  -0.08
11 C 2.03141 0.27787 -0.14518  0.67
12 C -4.52422 -1.07492 -0.67644  -0.26
13 C 1.69065 3.39470 -0.64067  -0.51
14 C -2.54928 -4.09027 -0.19071  0.04
15 C 4.68980 -1.82991 1.44739  -0.20
16 C -3.23609 -1.95030 1.31889  -0.25
17 C 3.61981 -0.97362 1.26767  -0.18
18 C -1.15633 2.48988 -0.43752  -0.16
19 C -2.06958 -4.02019 1.10745  -0.26
20 C -3.65643 -2.11182 0.00344  0.19
21 C -1.94148 0.02903 -1.40498  -0.32
22 C 3.17863 -0.66118 -0.01345  -0.07
23 C 3.80536 -1.23788 -1.11378  -0.21
24 C -2.87745 0.75582 -0.63663  0.31
25 C 2.16679 2.97463 0.74665  0.69
26 C -2.44961 2.01982 -0.16011  -0.08
27 C 4.86663 -2.10556 -0.92910  -0.22
28 C -0.68338 0.50472 -1.64446  -0.05
29 C 1.16780 2.18051 -1.44426  -0.04
30 C -2.42295 -2.92204 1.87601  -0.15
31 C 5.31570 -2.39568 0.34894  -0.20
32 H 0.00183 -0.09131 -2.22802  0.21
33 H -3.53384 -1.08236 1.88674  0.22
34 H 0.94110 4.18029 -0.58809  0.22
35 H 5.03652 -2.05834 2.44425  0.21
36 H -2.30605 -4.92382 -0.83662  0.19
37 H 5.34669 -2.55652 -1.78546  0.21
38 H 3.11754 -0.52293 2.10932  0.23
39 H 1.53803 2.75852 2.64842  0.40
40 H 1.20426 2.44462 -2.51188  0.22
41 H -4.69923 0.86223 0.19314  0.44
42 H 6.15090 -3.06655 0.48705  0.21
43 H 0.30954 3.30503 1.58294  0.40
44 H -0.92735 3.47674 -0.06829  0.23
45 H 2.56669 3.78622 -1.16251  0.24
46 H -4.51032 -1.26906 -1.75448  0.22
47 H -1.43610 -4.79814 1.50313  0.22
48 H -2.22656 -0.93091 -1.80142  0.23
49 H -5.55485 -1.18253 -0.32953  0.23
50 H 3.45045 -1.03272 -2.11404  0.21
51 H 2.96333 1.13878 -1.72081  0.40
52 H -2.07044 -2.82366 2.89196  0.22

Number 1: HOMO-LUMO gap 7.0133 eV, calculated total energy -1035.3423 a.u.. Number 2: HOMO-LUMO gap 7.7152 eV, calculated total energy -1425.6609 a.u..